(1)
C34H43Br45Cl2I2NO3 | wB97M-V/def2-TZVPD

XYZ file:
```
130
C34H43Br45Cl2I2NO3 (wB97M-V/def2-TZVPD)
H -0.82 -0.47 -4.75
Br -1.55 -6.18 -6.10
H 0.30 5.41 0.09
C 4.06 8.92 0.62
H -3.22 5.56 2.11
H 4.33 9.14 -0.41
Br 1.36 -6.08 -10.83
H 6.42 -4.55 9.24
Br 5.16 -8.24 -3.74
Br 7.29 -3.75 7.06
Br 1.29 -6.09 -1.99
H -0.10 -2.23 -0.71
C -0.07 0.56 2.19
Br -5.17 2.49 -0.10
Br 2.74 -11.13 -5.29
C 0.24 -0.13 -0.34
Br -5.38 4.90 -2.21
C -3.49 4.43 2.19
H -1.60 -0.51 -2.23
H -4.68 -3.88 3.21
H 1.28 0.93 -2.12
H 0.91 -0.89 -2.31
Br 2.59 2.12 7.57
H -8.33 1.53 8.15
H -4.61 4.37 2.01
H -2.12 1.91 -5.56
Br -1.54 -7.07 -11.79
Br 4.06 -5.85 -5.58
Br -2.40 -2.90 3.36
C -1.97 -0.04 7.42
C 0.37 -7.34 -11.93
Br -9.32 3.59 7.16
H -0.84 4.56 1.25
Br 5.73 5.87 4.07
H 7.84 5.75 2.77
H 0.01 1.22 -4.40
C -3.87 -0.74 -3.74
Cl -3.30 1.42 2.57
Br 3.86 -11.70 -2.34
Cl -1.83 5.22 4.28
Br -7.40 2.41 -2.42
H -4.36 0.81 -5.26
H -2.58 1.95 -3.77
H -2.91 3.91 1.36
H -7.06 -1.74 -3.38
Br 1.97 7.58 -2.79
N -0.10 -1.51 0.03
Br -0.98 7.80 -4.06
Br -1.48 -0.43 5.58
H -1.92 -0.98 7.96
C -0.64 4.73 0.13
C -0.43 -0.92 2.56
Br -3.57 -5.63 4.58
H 2.82 -13.24 -3.99
H -3.93 3.99 4.40
C 0.30 1.01 0.73
C 0.92 7.62 -4.42
Br -7.43 1.35 5.83
Br 0.87 -9.17 -11.53
H -2.28 2.03 4.71
Br 6.21 -2.10 9.60
Br 4.27 -4.15 8.07
H -1.36 1.30 -2.12
Br -3.80 0.59 7.56
H -6.39 0.01 -3.28
C 2.58 -12.22 -3.70
C 0.53 0.10 -1.90
H -1.33 2.74 -0.58
Br -0.72 1.18 8.24
O 0.57 1.47 4.46
Br 6.06 0.28 -0.72
H -0.68 -1.24 3.65
H -3.19 -0.47 -5.89
Br 5.08 10.13 1.74
C -2.26 1.24 -4.62
H 7.85 1.67 0.30
C -6.14 -1.11 -3.12
C 5.16 -6.32 -4.05
H 0.69 3.09 1.39
Br 1.08 -3.77 0.22
H -0.69 -3.01 1.62
C 0.71 2.52 0.38
H 2.65 1.03 5.34
Br 4.54 7.07 0.94
H 0.92 -6.37 -5.87
C -0.33 3.29 -0.58
C -0.11 1.62 3.42
C -0.93 0.35 -2.59
H -5.85 -1.33 -2.03
C 3.39 1.10 6.13
Br -4.84 -2.81 5.44
Br 3.88 -5.28 -0.28
C -3.05 3.96 3.68
C 2.22 -4.66 -1.07
Br 6.02 2.08 1.94
H 1.23 8.51 -4.97
C -3.98 -3.81 4.03
C -3.42 0.20 -4.97
Br 6.95 -5.61 -4.21
Br 8.69 6.86 4.82
H -7.05 4.05 -0.58
C 7.63 5.58 3.82
Br 0.54 -8.05 -7.66
Br 6.60 3.44 -0.91
H -1.53 5.27 -0.33
H 2.49 -3.92 -1.83
Br 2.15 9.21 0.79
C -2.30 2.51 3.68
Br 8.14 3.75 4.22
O -5.09 -1.45 -4.07
C 0.14 -7.12 -6.01
I 0.43 3.78 -2.57
C -7.92 2.28 7.47
C 6.10 -3.75 8.58
H 0.65 -7.15 -12.96
O -0.96 2.76 3.20
Br 3.80 -0.72 6.67
I 2.82 2.67 -0.28
C -0.41 -1.93 1.37
Br 1.31 6.10 -5.55
H 4.70 -5.86 -3.18
C -6.35 3.53 -1.24
Br -6.38 3.07 8.34
Br 4.94 2.00 5.38
Br 0.22 -8.31 -4.48
C -0.86 0.52 -4.18
H -3.95 -0.14 -2.75
C 6.78 1.84 0.17
Br 0.76 -12.23 -3.01
H -3.05 -1.54 -3.59
```

Its spin multiplicity is 1. Its HOMO energy is -11.01 eV. The strongest force on any atom comes out at 5.41 eV Å⁻¹. Its net charge is +1. The value obtained for the lowest unoccupied orbital energy is -4.428 eV.

Here are the Mulliken charges for atoms 1 to 2, given in e: number 1, H, carries 0.33; number 2, Br, carries -0.03

***

(2)
C34H43ClN10O2RbS4Sb | wB97M-V/def2-TZVPD

XYZ file:
```
96
C34H43ClN10O2RbS4Sb (wB97M-V/def2-TZVPD)
H 1.19 3.82 -1.16
H -4.88 -0.95 1.66
Sb -1.25 -1.19 3.40
N 4.64 -0.03 -0.06
S -2.84 -1.79 4.98
N 1.56 1.73 -0.86
H 3.93 -3.75 3.45
C -4.99 -4.31 -0.19
C 4.69 -1.10 0.81
C -7.65 0.57 -0.89
C 3.42 0.56 0.12
H -6.66 -1.87 3.49
H 0.29 -3.10 -2.29
C -4.60 -1.94 1.97
H -4.42 -4.78 0.61
H -7.35 -1.43 1.94
C -6.09 -3.40 0.42
C -3.25 -2.91 -2.86
C -5.34 -4.14 2.74
N -0.97 1.48 -2.14
C -2.52 3.16 -2.31
C -4.63 1.49 -2.78
H -3.70 -2.26 1.43
H -5.72 -1.13 -2.13
Rb -0.20 -0.74 -0.17
N -4.34 -3.50 -2.40
O -7.18 -4.35 0.51
C -2.31 1.78 -2.37
C 2.09 -3.07 -1.40
H 1.04 -5.62 -1.00
C 3.48 -1.05 1.51
C -6.60 -2.35 -0.60
C -6.97 -2.27 2.53
C 0.33 -4.80 -1.04
H 1.60 2.87 -2.59
C 4.13 -2.99 2.71
C 2.99 1.77 -0.64
H -2.36 -3.22 0.17
H 0.03 -4.52 -0.03
C -3.77 3.74 -2.47
C -7.30 2.77 -0.04
O 2.51 -2.06 -1.94
H -4.74 -1.18 -0.70
N 0.93 -3.68 -1.77
H -3.15 -2.61 -3.89
C -5.98 2.47 0.24
H 6.04 -3.83 2.19
C -2.82 -3.22 -0.82
C -5.77 -1.12 -1.04
H 6.57 -2.13 0.47
N 2.80 -3.73 -0.41
H -5.49 0.84 -2.94
C 5.64 -2.09 1.03
N -4.04 -3.69 -1.09
C 1.05 2.83 -1.64
C 3.18 -2.01 2.49
H -3.93 4.81 -2.39
C -5.75 -2.93 1.88
H -5.50 -5.08 -0.76
H -5.82 3.27 -2.82
H -1.06 4.64 -1.80
S 0.70 -0.47 4.42
C -8.15 1.83 -0.60
H -7.83 -3.97 1.11
C -5.50 1.20 -0.06
N -1.27 3.69 -2.03
H -7.79 -2.98 2.72
H -5.99 -5.01 2.57
H 3.31 2.67 -0.09
H -4.28 -1.85 3.02
H 2.24 -4.10 0.35
S -2.08 0.51 1.97
C -0.40 2.63 -1.94
H -7.57 -2.01 -0.23
N 2.71 0.01 1.05
H 3.49 1.79 -1.62
H -6.82 -2.94 -1.49
H -5.40 -3.86 3.79
H 3.56 -3.18 -0.07
H -3.23 -0.15 -2.62
H -4.30 -4.42 2.57
H -0.55 -5.13 -1.59
C -6.32 0.23 -0.63
H -5.32 3.19 0.71
H 1.07 1.68 0.03
H -8.31 -0.16 -1.34
N -2.29 -2.70 -1.92
C -4.82 2.87 -2.71
H -9.18 2.09 -0.81
H 2.24 -1.94 3.04
H -4.46 0.98 0.18
Cl -7.92 4.37 0.33
C 5.34 -3.04 1.99
C -3.38 0.92 -2.61
S -0.75 -3.07 2.00
H 5.25 0.13 -0.85
```

Its spin multiplicity is 1. Its HOMO energy is -0.87 eV. The strongest force on any atom comes out at 0.46 eV Å⁻¹. Its net charge is -2. The value obtained for the lowest unoccupied orbital energy is 3.188 eV. Its relative energy (zero: lowest compared OMol25 entry of this formula, charge and spin) is 93.83 kJ/mol.

Here are the Mulliken charges for atoms 1 to 2, given in e: number 1, H, carries 0.29; number 2, H, carries 0.15

***

(3)
C34H43N9O4S4TeTi | wB97M-V/def2-TZVPD

XYZ file:
```
96
C34H43N9O4S4TeTi (wB97M-V/def2-TZVPD)
H -0.74 -4.87 0.87
N -0.54 -3.22 -0.47
N 2.26 -0.44 0.07
O 4.04 0.93 -1.06
O 0.99 -1.47 2.70
H -1.74 -2.82 1.91
H 0.67 4.34 -2.30
H 8.09 -0.15 4.44
C -4.06 1.64 0.52
H -4.90 -1.20 -2.38
H 4.57 -1.07 4.51
H -1.55 -3.18 -0.57
C 2.63 -3.61 -1.37
H 7.70 0.88 2.30
C -8.09 2.34 1.85
H 4.66 -4.39 -1.38
C -7.52 3.16 0.89
C 3.95 -3.62 -1.13
C 4.47 0.38 1.46
H -3.92 -3.79 -4.70
S 4.44 -2.19 -0.30
H 6.84 -0.93 5.33
H -0.56 1.91 3.96
H 1.05 4.43 0.48
C 0.58 -1.70 -5.10
H -0.48 -3.55 2.94
C 0.49 3.10 2.50
C -5.48 1.87 0.97
S -0.08 1.46 -1.16
C 2.38 -0.36 -4.30
H 3.19 4.99 -0.67
C 6.26 -0.16 3.51
H -5.40 -2.82 -2.92
N -0.04 2.38 1.33
H 1.96 3.20 -1.90
H -1.30 -3.60 -5.35
N -3.36 -2.42 -3.13
H 0.84 -4.09 0.87
C -4.63 -2.25 -2.41
C 2.80 -1.63 -0.34
N -1.26 -2.23 -3.64
H -9.09 2.53 2.20
C -5.27 -0.12 2.50
O 2.60 1.98 0.62
H 1.51 3.41 2.28
H 2.98 -0.59 2.68
H -4.52 -2.62 -1.39
C -6.06 1.03 1.93
H -8.08 4.00 0.49
C 1.76 -0.36 -3.08
O -0.32 -0.92 0.97
C -3.14 -3.22 -4.23
C 1.43 4.10 -1.56
C 0.09 -1.76 1.97
N 7.14 -0.44 4.50
H -7.80 0.63 3.12
H 2.22 0.19 -2.27
C -2.22 -1.82 -2.75
C 0.01 -1.64 -3.83
H -0.37 1.45 1.51
C 0.32 2.63 0.08
H -5.77 3.59 -0.28
H 1.02 1.25 3.49
H 0.93 2.66 4.56
Te -3.25 0.12 1.80
N 1.97 -2.48 -0.91
C 5.80 0.80 1.34
H 6.11 1.33 0.45
S 3.36 0.84 0.21
C 2.41 5.25 -1.40
C -6.22 2.93 0.45
Ti 0.40 -0.94 -0.63
H -3.47 2.54 0.60
C 0.47 2.17 3.70
C 4.02 -0.28 2.60
H 2.24 -1.12 -6.32
C 4.91 -0.55 3.62
H -0.12 3.98 2.69
H 1.91 6.16 -1.09
C 6.68 0.54 2.36
C -0.23 -3.91 0.82
H 2.90 5.44 -2.36
H -4.01 1.29 -0.51
S -2.13 -0.79 -1.42
C -1.85 -3.12 -4.56
N 0.60 -1.01 -2.82
C 1.79 -1.07 -5.34
H -5.28 -0.12 3.58
H -0.17 -3.78 -1.23
C -0.67 -3.04 2.00
H 0.07 -2.20 -5.90
C -7.36 1.28 2.36
H -5.66 -1.07 2.15
N 0.79 3.81 -0.27
H 2.08 -4.39 -1.87
H 3.31 0.18 -4.43
```

Its spin multiplicity is 1. Its HOMO energy is -11.76 eV. The strongest force on any atom comes out at 1.79 eV Å⁻¹. Its net charge is +2. The value obtained for the lowest unoccupied orbital energy is -6.135 eV. Its relative energy (zero: lowest compared OMol25 entry of this formula, charge and spin) is 29.26 kJ/mol.

Here are the Mulliken charges for atoms 1 to 2, given in e: number 1, H, carries 0.51; number 2, N, carries -0.51